(1)
Formula: C30H29F6N5O7PbS3
Source: OMol25
Level of theory: wB97M-V/def2-TZVPD

```
81
C30H29F6N5O7PbS3, DFT wB97M-V/def2-TZVPD
Pb 0.8768 -1.3102 -0.4953
O 2.5935 -0.0743 -1.1556
C 2.8617 0.9677 -1.8949
C 4.1869 1.2043 -2.3294
C 4.5136 2.3009 -3.1013
C 3.5339 3.2201 -3.4836
C 2.2295 3.0026 -3.0682
C 1.8861 1.9119 -2.2753
C 0.4655 1.7197 -1.8794
N -0.4589 1.8952 -2.7367
C -1.8507 1.5932 -2.4410
C -2.1383 0.2892 -1.6894
N -1.2270 -0.8035 -2.0170
C -1.6667 -1.6724 -2.8380
C -1.0228 -2.8704 -3.3491
C -1.8182 -3.7234 -4.1285
C -1.3242 -4.8750 -4.6973
C 0.0276 -5.1869 -4.4917
C 0.8370 -4.3688 -3.7428
C 0.3454 -3.1830 -3.1341
O 1.1458 -2.4343 -2.4515
H 4.9376 0.4792 -2.0348
H 5.5432 2.4453 -3.4131
H 3.7828 4.0802 -4.0931
H 1.4358 3.6803 -3.3596
H -0.5564 1.6102 -0.1501
H -2.3621 1.5477 -3.4054
H -2.3129 2.4057 -1.8701
H -3.1716 -0.0027 -1.9206
H -2.0858 0.4392 -0.6152
H -2.6842 -1.5304 -3.2325
H -2.8595 -3.4531 -4.2778
H -1.9628 -5.5227 -5.2839
H 0.4424 -6.0898 -4.9273
H 1.8796 -4.6067 -3.5754
C -0.9389 3.3691 4.4242
C 0.0807 2.8509 3.4141
N -0.1180 1.4574 3.0343
C 0.6383 0.4310 3.7491
C -0.0187 -0.0459 5.0364
C -1.0930 1.1288 2.1522
S -1.4503 -0.4894 1.7669
N -1.8355 2.1584 1.6937
C -1.9102 2.6531 0.5149
O 0.3192 1.2871 -0.5886
C -2.9433 3.6818 0.3097
C -4.1575 3.3550 -0.3035
C -5.1022 4.3339 -0.5740
C -4.8554 5.6648 -0.2556
C -3.6459 6.0005 0.3408
C -2.7021 5.0227 0.6215
H -0.7784 4.4355 4.6042
H -0.8541 2.8430 5.3769
H -1.9482 3.2330 4.0372
H 1.0879 2.9260 3.8254
H 0.0556 3.4658 2.5175
H 1.6293 0.8439 3.9479
H 0.7616 -0.4171 3.0831
H -0.0893 0.7499 5.7840
H 0.5616 -0.8695 5.4554
H -1.0189 -0.4221 4.8170
H -4.3524 2.3185 -0.5594
H -6.0436 4.0591 -1.0380
H -5.5919 6.4287 -0.4740
H -3.4386 7.0355 0.5907
H -1.7562 5.2910 1.0785
F 4.3952 -3.7729 3.8018
C 3.1683 -3.6614 4.3236
F 2.9774 -4.6737 5.1812
F 3.1081 -2.5120 5.0158
S 1.8693 -3.6195 3.0228
O 2.2386 -2.5135 2.1791
O 0.6436 -3.5319 3.7606
N 2.1696 -5.0437 2.4173
S 1.5966 -5.5389 1.0414
O 1.3802 -6.9557 1.0741
O 0.6003 -4.6805 0.4621
C 3.0568 -5.3651 -0.0642
F 4.0927 -6.0795 0.4135
F 3.4334 -4.0901 -0.1677
F 2.7558 -5.8272 -1.2850
```

Properties
Energy above the lowest of the compared OMol25 structures with the same formula, charge and spin ... 2.154 eV
LUMO level ... 0.1568 Ha
Charge ... -2
HOMO level ... -2.36 eV
Orbital gap ... 6.6 eV

These are the Löwdin partial charges, in e, on atoms 1 to 5:
1. Pb 1.489
2. O -0.293
3. C -0.365
4. C -0.031
5. C -0.130

(2)
Formula: C30H29FeI2N7O
Source: OMol25
Level of theory: wB97M-V/def2-TZVPD

```
70
C30H29FeI2N7O, DFT wB97M-V/def2-TZVPD
Fe 0.0776 -0.1981 0.3084
I 0.1798 -8.0806 -0.1399
C 0.1239 -6.0166 0.3025
C -0.3958 -5.5713 1.5079
C -0.3793 -4.2232 1.7699
I -1.1149 -3.4822 3.5937
C 0.1485 -3.2517 0.8798
O 0.1600 -2.0135 1.2086
C 0.6626 -3.7547 -0.3534
C 1.3425 -2.8470 -1.3485
N 0.5858 -1.6383 -1.6918
C -0.5107 -1.9012 -2.6203
C -1.8218 -1.2688 -2.2317
C -2.8040 -1.0730 -3.1976
C -4.0818 -0.7247 -2.8029
C -4.3431 -0.6303 -1.4446
C -3.2915 -0.7939 -0.5574
N -2.0480 -1.0623 -0.9371
C 0.6446 -5.1110 -0.6105
H -0.7765 -6.2731 2.2346
H 2.2934 -2.5306 -0.9171
H 1.5627 -3.4342 -2.2534
H 1.2294 -0.9699 -2.1087
H -0.2561 -1.6112 -3.6456
H -0.7204 -2.9783 -2.6238
H -2.5668 -1.2093 -4.2396
H -4.8519 -0.5462 -3.5352
H -5.3365 -0.4259 -1.0814
H -3.4577 -0.7324 0.5047
H 1.0576 -5.4774 -1.5389
C 1.2100 3.1433 -0.1585
N 0.1622 2.3937 -0.8551
C -1.1801 2.9682 -0.7876
C -2.0538 2.2895 0.2242
N -1.6746 1.3380 1.0323
C -2.7541 1.0665 1.8437
C -2.8922 0.1659 2.8939
C -4.1255 0.0924 3.5077
C -5.1992 0.8863 3.0948
C -5.0810 1.7888 2.0565
C -3.8399 1.8750 1.4469
N -3.3561 2.6440 0.4105
C 1.6078 2.5088 1.1422
N 1.0615 1.4336 1.6417
C 1.7346 1.1496 2.8041
C 1.5468 0.1167 3.7126
C 2.3793 0.0869 4.8096
C 3.3874 1.0384 4.9888
C 3.6017 2.0570 4.0807
C 2.7490 2.1105 2.9896
N 2.6387 2.9618 1.9090
H 2.1016 3.1907 -0.7935
H 0.8913 4.1797 0.0321
H 0.4289 2.2864 -1.8266
H -1.1453 4.0434 -0.5395
H -1.6654 2.8811 -1.7650
H -2.0569 -0.4392 3.2040
H -4.2717 -0.5954 4.3244
H -6.1467 0.7895 3.6015
H -5.9102 2.4029 1.7409
H -3.8806 3.3352 -0.1011
H 0.7818 -0.6235 3.5364
H 2.2539 -0.6870 5.5500
H 4.0163 0.9722 5.8624
H 4.3971 2.7715 4.2206
H 3.2355 3.7499 1.7179
C 2.7763 -0.1834 -0.0006
H 3.0728 -0.3699 -1.0211
H 2.9265 -1.0167 0.6636
H 3.2169 0.7179 0.3897
```

Properties
Energy above the lowest of the compared OMol25 structures with the same formula, charge and spin ... 1.531 eV
LUMO level (spin up / spin down) ... -0.0916 / -0.1364 Ha
Charge ... +1
HOMO level (spin up / spin down) ... -9.46 / -9.46 eV
2S+1 ... 6
⟨S²⟩ ... 8.7640
Orbital gap (spin up / spin down) ... 7.0 / 5.8 eV

These are the natural (NBO) partial charges, in e, on atoms 1 to 5:
1. Fe 1.599
2. I 0.142
3. C -0.173
4. C -0.262
5. C -0.212

(3)
Formula: C30H29N2O3
Source: OMol25
Level of theory: wB97M-V/def2-TZVPD

```
64
C30H29N2O3, DFT wB97M-V/def2-TZVPD
C 0.9776 -0.1656 2.5135
C 0.8874 -1.1530 1.4255
C 2.0452 -1.5766 0.6207
N -0.3527 -1.6994 1.1350
O -0.4529 -2.5354 0.2008
O -1.3528 -1.3494 1.8129
H 2.0002 0.1849 2.6594
H 0.3463 0.6969 2.2930
H 0.6280 -0.6032 3.4493
H 2.9652 -1.0890 0.9461
H 2.1832 -2.6562 0.6989
H 1.8821 -1.3352 -0.4311
C -4.2404 -3.9153 6.7380
N -2.9077 -4.1162 7.3226
C -2.8322 -3.9522 8.7820
C -1.7507 -4.3244 6.5156
C -1.0127 -3.2355 6.0003
C 0.1107 -3.4393 5.2563
C 0.5597 -4.7438 4.9407
C 1.7770 -4.9779 4.2145
C 2.9720 -4.2946 4.4279
C 4.1188 -4.5613 3.6335
C 5.3303 -3.9942 3.8980
C 6.4891 -4.2962 3.0475
C 6.3787 -4.2376 1.6593
C 7.4616 -4.5128 0.8578
C 8.6696 -4.8671 1.4266
C 8.7911 -4.9474 2.8000
C 7.7153 -4.6533 3.6048
C 5.4848 -3.0848 5.0325
O 6.5564 -2.5488 5.2834
C 4.3081 -2.8259 5.8529
C 4.3893 -1.9136 7.0052
C 3.4238 -0.9210 7.1648
C 3.4669 -0.0622 8.2370
C 4.4652 -0.1877 9.1816
C 5.4262 -1.1694 9.0447
C 5.3988 -2.0188 7.9616
C 3.1232 -3.4145 5.5330
C -0.2110 -5.8308 5.4105
C -1.3066 -5.6279 6.1963
H -4.1944 -4.0074 5.6543
H -4.9363 -4.6600 7.1185
H -4.6178 -2.9251 6.9838
H -1.8042 -4.0664 9.1226
H -3.1833 -2.9634 9.0719
H -3.4459 -4.7016 9.2790
H -1.3593 -2.2364 6.2004
H 0.6592 -2.5973 4.8697
H 1.8085 -5.8143 3.5372
H 4.0387 -5.2558 2.8177
H 5.4333 -3.9619 1.2232
H 7.3629 -4.4500 -0.2145
H 9.5138 -5.0870 0.7953
H 9.7293 -5.2420 3.2419
H 7.8081 -4.6982 4.6760
H 2.6494 -0.8277 6.4224
H 2.7139 0.7023 8.3379
H 4.4842 0.4727 10.0314
H 6.1942 -1.2767 9.7924
H 6.1578 -2.7725 7.8413
H 2.2933 -3.2590 6.1936
H 0.1266 -6.8307 5.1917
H -1.8537 -6.4662 6.5907
```

Properties
LUMO level ... 0.0364 Ha
Charge ... -1
HOMO level ... -2.50 eV
Orbital gap ... 3.5 eV

These are the natural (NBO) partial charges, in e, on atoms 1 to 5:
1. C -0.620
2. C -0.085
3. C -0.624
4. N 0.439
5. O -0.623

(4)
Formula: C30H29N4PtSi
Source: OMol25
Level of theory: wB97M-V/def2-TZVPD

```
65
C30H29N4PtSi, DFT wB97M-V/def2-TZVPD
Pt 0.0055 0.2974 0.1300
C 1.0625 2.9540 1.5600
N -0.2479 2.5059 1.0847
C -0.7903 3.3443 0.0126
C -1.9449 2.6794 -0.7044
C -2.9649 3.4337 -1.2570
C -3.9634 2.7926 -1.9764
C -3.9126 1.4159 -2.1070
C -2.8691 0.7303 -1.5090
N -1.9068 1.3490 -0.8224
C -1.2139 2.3216 2.1674
C -1.0364 1.0272 2.9146
C -1.3054 0.9311 4.2689
C -1.1941 -0.3004 4.8955
C -0.8087 -1.4011 4.1496
C -0.5478 -1.2270 2.8036
N -0.6648 -0.0411 2.2022
C 2.0157 1.8384 1.9441
C 2.9281 2.0120 2.9722
C 3.8680 1.0227 3.2163
C 3.8695 -0.1127 2.4234
C 2.9147 -0.2234 1.4279
N 2.0118 0.7314 1.1994
H 0.9631 3.6477 2.4021
H 1.5399 3.5121 0.7516
H 0.0089 3.5048 -0.7142
H -1.1014 4.3306 0.3783
H -2.9727 4.5082 -1.1276
H -4.7674 3.3628 -2.4224
H -4.6640 0.8678 -2.6574
H -2.7928 -0.3468 -1.5810
H -2.2132 2.3023 1.7266
H -1.1877 3.1620 2.8709
H -1.5992 1.8134 4.8219
H -1.4016 -0.3963 5.9530
H -0.7047 -2.3793 4.5960
H -0.2362 -2.0478 2.1709
H 2.9045 2.9152 3.5686
H 4.5898 1.1400 4.0136
H 4.5897 -0.9049 2.5700
H 2.8661 -1.0922 0.7814
C -3.2618 -2.6724 -3.7284
C -2.1094 -2.0531 -4.1959
C -1.0291 -1.8581 -3.3464
C -1.0769 -2.2753 -2.0130
C -2.2373 -2.9116 -1.5661
C -3.3221 -3.1088 -2.4113
Si 0.3013 -1.8394 -0.8029
C 1.9948 -2.0022 -1.6075
C 2.6176 -0.9000 -2.1996
C 3.8654 -1.0154 -2.7971
C 4.5193 -2.2392 -2.8025
C 3.9211 -3.3455 -2.2140
C 2.6696 -3.2260 -1.6245
H -4.1022 -2.8293 -4.3921
H -2.0503 -1.7293 -5.2277
H -0.1338 -1.3777 -3.7276
H -2.2968 -3.2610 -0.5398
H -4.2105 -3.6089 -2.0462
H 0.2338 -2.9087 0.2464
H 2.1204 0.0660 -2.1891
H 4.3285 -0.1512 -3.2567
H 5.4934 -2.3322 -3.2650
H 4.4281 -4.3020 -2.2181
H 2.2110 -4.0993 -1.1735
```

Properties
Energy above the lowest of the compared OMol25 structures with the same formula, charge and spin ... 0.000 eV
LUMO level (spin up / spin down) ... -0.0947 / -0.1258 Ha
Charge ... +1
HOMO level (spin up / spin down) ... -9.27 / -10.96 eV
2S+1 ... 3
⟨S²⟩ ... 2.0054
Orbital gap (spin up / spin down) ... 6.7 / 7.5 eV

These are the natural (NBO) partial charges, in e, on atoms 1 to 5:
1. Pt 0.760
2. C -0.256
3. N -0.464
4. C -0.251
5. C 0.196